Entry 1:
ORCA calculation (ωB97M-V with the def2-TZVPD basis set) on a cluster of 2 separate species, C4H12N2S in total.

Structure (ORCA input):
```
! wB97M-V def2-TZVPD RIJCOSX def2/J DEFGRID3
* xyz 0 1
C 0.33 1.72 0.32
S 0.52 1.07 -1.36
C 1.89 2.12 -1.86
H 0.38 2.81 0.30
H 1.10 1.31 0.96
H -0.65 1.40 0.68
H 2.31 1.78 -2.81
H 1.56 3.15 -1.98
H 2.68 2.10 -1.11
C -0.88 -1.83 0.45
C -0.95 -1.41 1.71
N 0.17 -0.81 2.36
N -1.91 -2.56 -0.16
H -0.07 -1.54 -0.21
H -1.88 -1.54 2.26
H 0.73 -1.54 2.79
H -0.14 -0.22 3.12
H -1.67 -2.92 -1.07
H -2.81 -2.11 -0.18
*
```

Calculated values
HOMO-LUMO gap (eV): 8.9
Calculated total energy (Eh): -667.2598
Strongest force on any atom (eV Å⁻¹): 0.76

---

Entry 2:
ORCA calculation (ωB97M-V with the def2-TZVPD basis set) on a structure of composition C4H12N2S.

Structure (ORCA input):
```
! wB97M-V def2-TZVPD RIJCOSX def2/J DEFGRID3
* xyz 0 1
C -1.48 2.03 -1.69
C -1.86 1.08 -0.57
S -0.82 1.32 0.93
H -0.39 2.04 -1.83
H -1.76 3.05 -1.43
H -1.95 1.78 -2.65
H -1.77 0.04 -0.91
H -2.89 1.24 -0.28
C 2.44 -0.64 -0.18
N 1.21 -0.69 0.59
C 0.86 -1.76 1.21
N -0.25 -1.77 1.95
H 3.11 0.11 0.24
H 2.19 -0.33 -1.19
H 2.94 -1.60 -0.22
H 0.41 0.26 0.63
H 1.49 -2.64 1.16
H -0.83 -0.93 1.91
H -0.67 -2.60 2.30
*
```

Calculated values
HOMO-LUMO gap (eV): 8.1
Calculated total energy (Eh): -667.2723
Strongest force on any atom (eV Å⁻¹): 0.86

---

Entry 3:
ORCA calculation (ωB97M-V with the def2-TZVPD basis set) on an isolated molecule of C4H12N2S at a distorted geometry.

Structure (ORCA input):
```
! wB97M-V def2-TZVPD RIJCOSX def2/J DEFGRID3
* xyz 0 1
C -0.11 1.77 0.66
C -1.14 -0.30 1.89
C 0.75 0.04 -2.47
C -0.76 0.35 0.58
N 1.71 -1.26 0.14
N -0.39 -2.13 -0.97
S 0.36 -0.87 -0.50
H 0.83 1.85 1.36
H 0.23 2.09 -0.35
H -0.64 2.40 1.32
H -0.42 -0.94 2.54
H -2.00 -0.84 1.53
H -1.47 0.50 2.60
H 1.24 -0.73 -3.01
H -0.24 0.47 -2.79
H 1.34 0.83 -2.30
H -1.70 0.39 0.03
H 2.44 -0.55 0.28
H -0.03 -3.08 -0.54
*
```

Calculated values
HOMO-LUMO gap (eV): 9.0
Calculated total energy (Eh): -667.1053
Strongest force on any atom (eV Å⁻¹): 4.74

---

Entry 4:
ORCA calculation (ωB97M-V with the def2-TZVPD basis set) on a cluster of 2 separate species, C4H12N2S in total at a distorted geometry.

Structure (ORCA input):
```
! wB97M-V def2-TZVPD RIJCOSX def2/J DEFGRID3
* xyz 0 3
C -1.62 -1.18 -2.97
C -0.41 1.64 0.29
C -2.39 -0.65 -2.09
C 0.71 1.41 1.31
N 1.86 0.17 -0.53
N 2.64 -0.41 2.00
S 1.33 -0.25 0.83
H -1.45 -0.74 -3.98
H 3.52 -0.80 1.71
H -1.09 -2.14 -2.79
H -1.19 0.91 0.30
H -0.91 2.64 0.33
H 0.11 1.49 -0.67
H -2.70 -1.10 -1.16
H -3.04 0.10 -2.39
H 0.39 1.42 2.38
H 1.57 2.04 1.20
H 1.62 -0.44 -1.26
H 2.62 0.35 2.61
*
```

Calculated values
HOMO-LUMO gap (alpha / beta) (eV): 6.4 / 6.1
Calculated total energy (Eh): -666.9930
Strongest force on any atom (eV Å⁻¹): 14.48
Expectation value of S²: 2.005

---

Entry 5:
ORCA calculation (ωB97M-V with the def2-TZVPD basis set) on an isolated molecule of C4H12N3.

Structure (ORCA input):
```
! wB97M-V def2-TZVPD RIJCOSX def2/J DEFGRID3
* xyz 0 2
C -2.13 0.06 -0.07
C -0.82 0.68 0.38
C 0.41 -0.17 0.05
C 1.70 0.67 0.35
N 2.86 0.18 -0.37
N 0.35 -0.71 -1.26
N -2.30 -1.27 0.54
H -2.96 0.71 0.22
H -2.11 -0.01 -1.16
H -0.72 1.68 -0.02
H -0.86 0.76 1.47
H 1.90 0.55 1.41
H 3.72 0.62 -0.10
H 2.78 0.24 -1.38
H 0.46 -0.99 0.77
H 1.25 -1.16 -1.46
H 1.49 1.71 0.10
H -3.25 -1.61 0.53
H -1.77 -1.95 0.00
*
```

Calculated values
HOMO-LUMO gap (alpha / beta) (eV): 10.2 / 8.7
Calculated total energy (Eh): -323.7966
Strongest force on any atom (eV Å⁻¹): 0.84
Expectation value of S²: 0.754

---

Entry 6:
ORCA calculation (ωB97M-V with the def2-TZVPD basis set) on an isolated molecule of C4H12N3 at a distorted geometry.

Structure (ORCA input):
```
! wB97M-V def2-TZVPD RIJCOSX def2/J DEFGRID3
* xyz 0 2
C -0.79 -1.87 -0.80
C -0.08 -0.56 -1.21
C 0.44 0.25 -0.09
C -0.14 1.48 0.15
N 0.60 2.40 1.04
N 1.73 -0.10 0.41
N -1.83 -1.58 0.25
H -0.10 -2.56 -0.29
H -1.24 -2.50 -1.57
H -0.82 -0.03 -1.81
H 0.62 -0.91 -2.00
H -0.97 1.95 -0.35
H 1.04 3.15 0.50
H -0.08 2.90 1.66
H 1.33 1.88 1.55
H 2.22 -0.55 -0.34
H 1.91 -0.36 1.36
H -2.75 -1.70 -0.11
H -1.71 -2.25 1.00
*
```

Calculated values
HOMO-LUMO gap (alpha / beta) (eV): 3.5 / 7.5
Calculated total energy (Eh): -323.6941
Strongest force on any atom (eV Å⁻¹): 2.03
Expectation value of S²: 0.754

---

Entry 7:
ORCA calculation (ωB97M-V with the def2-TZVPD basis set) on the ion C4H12N3 with charge +1 at a distorted geometry.

Structure (ORCA input):
```
! wB97M-V def2-TZVPD RIJCOSX def2/J DEFGRID3
* xyz 1 1
C -0.85 1.09 -1.35
C -0.10 1.28 0.00
C 0.23 -0.03 0.64
C -0.44 -0.43 1.75
N -0.51 -1.86 1.89
N 1.36 -0.91 -0.04
N 0.05 1.03 -2.46
H -1.62 1.96 -1.44
H -1.36 0.07 -1.24
H -0.88 1.71 0.78
H 0.81 1.86 0.05
H -0.46 0.35 2.57
H -0.48 -2.35 1.07
H -0.89 -2.27 2.79
H 2.25 -0.51 0.13
H 1.17 -0.96 -1.13
H 1.31 -1.78 0.38
H -0.23 1.27 -3.42
H 0.97 1.36 -2.45
*
```

Calculated values
HOMO-LUMO gap (eV): 9.0
Calculated total energy (Eh): -323.5331
Strongest force on any atom (eV Å⁻¹): 5.98

---

Entry 8:
ORCA calculation (ωB97M-V with the def2-TZVPD basis set) on the ion C4H12N3 with charge +1 at a distorted geometry.

Structure (ORCA input):
```
! wB97M-V def2-TZVPD RIJCOSX def2/J DEFGRID3
* xyz 1 1
C -1.72 -0.49 1.05
C -1.22 -0.86 -0.32
C 0.30 -0.96 -0.35
N 2.67 0.42 -1.50
C 1.89 0.83 -0.48
N 0.75 0.41 -0.09
N -1.34 0.95 1.32
H -2.79 -0.59 1.13
H -1.30 -1.04 1.90
H -1.68 -1.70 -0.81
H -1.36 -0.05 -1.00
H 0.71 -1.66 0.37
H 0.54 -1.25 -1.37
H 3.48 0.97 -1.76
H 2.49 -0.44 -2.02
H 2.28 1.68 0.06
H -1.47 1.21 2.28
H -0.32 1.00 0.88
H -1.89 1.56 0.73
*
```

Calculated values
HOMO-LUMO gap (eV): 10.6
Calculated total energy (Eh): -323.6398
Strongest force on any atom (eV Å⁻¹): 1.59

---

Entry 9:
ORCA calculation (ωB97M-V with the def2-TZVPD basis set) on the ion C4H12N3 with charge +1 at a distorted geometry.

Structure (ORCA input):
```
! wB97M-V def2-TZVPD RIJCOSX def2/J DEFGRID3
* xyz 1 1
C -1.04 1.41 0.44
C 0.51 1.49 0.55
C 1.21 0.40 -0.27
N -0.62 -1.68 -0.39
C 0.50 -1.84 0.27
N 1.34 -0.86 0.43
N -1.49 0.89 -0.86
H -1.47 0.76 1.21
H -1.40 2.43 0.59
H 0.68 1.49 1.61
H 0.76 2.42 0.04
H 2.19 0.80 -0.49
H 0.65 0.26 -1.19
H -1.25 -2.47 -0.51
H 0.79 -2.88 0.37
H 2.01 -0.90 1.18
H -0.99 -0.76 -0.71
H -1.21 1.52 -1.61
H -2.49 0.73 -0.85
*
```

Calculated values
HOMO-LUMO gap (eV): 10.7
Calculated total energy (Eh): -323.6457
Strongest force on any atom (eV Å⁻¹): 2.65

---

Entry 10:
ORCA calculation (ωB97M-V with the def2-TZVPD basis set) on a cluster of 2 separate species, C4H12N3 in total at a distorted geometry.

Structure (ORCA input):
```
! wB97M-V def2-TZVPD RIJCOSX def2/J DEFGRID3
* xyz 1 1
C -2.06 0.09 1.03
C -1.04 -0.75 1.78
C -1.18 -2.04 2.05
H -2.03 -0.10 -0.05
H -3.05 -0.21 1.40
H -2.02 1.16 1.24
H -0.21 -0.25 2.29
H -0.48 -2.53 2.71
H -1.94 -2.64 1.55
N 1.51 -0.54 -1.70
C 1.35 0.73 -1.18
N 0.67 1.03 -0.13
N 1.92 1.75 -1.97
H 0.97 -0.73 -2.55
H 2.48 -0.70 -1.94
H 0.53 2.00 0.13
H 0.10 0.31 0.33
H 1.55 1.79 -2.91
H 2.94 1.62 -2.09
*
```

Calculated values
HOMO-LUMO gap (eV): 8.4
Calculated total energy (Eh): -323.5789
Strongest force on any atom (eV Å⁻¹): 2.54

---

Entry 11:
ORCA calculation (ωB97M-V with the def2-TZVPD basis set) on a cluster of 2 separate species, C4H12N3 in total at a distorted geometry.

Structure (ORCA input):
```
! wB97M-V def2-TZVPD RIJCOSX def2/J DEFGRID3
* xyz 1 1
C 2.16 -1.07 -0.88
C 1.86 -0.03 -0.16
C -2.34 -0.09 0.34
C -0.91 -0.24 -0.15
N 2.12 1.15 0.43
N -0.50 0.90 -0.88
N 0.03 -0.58 0.88
H 1.24 -1.70 -1.04
H 3.03 -1.14 -1.50
H -2.77 -1.04 0.77
H -3.03 0.05 -0.56
H -2.65 0.71 1.02
H -0.96 -1.24 -0.67
H 2.83 1.07 1.20
H 1.58 2.00 0.44
H -0.70 1.72 -0.29
H -1.19 0.98 -1.78
H 0.06 -1.49 1.25
H 0.14 0.04 1.58
*
```

Calculated values
HOMO-LUMO gap (eV): 9.9
Calculated total energy (Eh): -323.5214
Strongest force on any atom (eV Å⁻¹): 3.82

---

Entry 12:
ORCA calculation (ωB97M-V with the def2-TZVPD basis set) on a structure of composition C4H12N3 at a distorted geometry.

Structure (ORCA input):
```
! wB97M-V def2-TZVPD RIJCOSX def2/J DEFGRID3
* xyz 1 1
C 0.68 1.53 2.25
C -0.19 0.42 1.60
C -0.92 0.98 0.38
N -1.37 2.22 0.55
C 0.15 -1.89 -1.90
N 0.19 -2.52 -3.20
N 0.94 -1.39 -1.06
H 1.41 1.19 2.97
H 1.18 2.05 1.42
H 0.10 2.39 2.59
H -0.99 0.43 2.35
H 0.28 -0.55 1.58
H -1.49 0.19 -0.12
H -0.16 1.28 -0.45
H -2.35 2.35 0.23
H 1.05 -2.34 -3.73
H 0.48 -3.16 -2.35
H 1.90 -1.57 -1.40
H -0.89 -1.61 -1.74
*
```

Calculated values
HOMO-LUMO gap (eV): 5.4
Calculated total energy (Eh): -323.3479
Strongest force on any atom (eV Å⁻¹): 5.67

---

Q: Which formula does entry 9 have?
A: C4H12N3

---

Q: The highest strongest force on any atom belongs to which entry?
A: number 4

---

Q: What is the calculated total energy in the second record?
A: -667.2723 Eh

---

Q: What is the calculated total energy in the ninth record?
A: -323.6457 Eh